Arrangement w

The following is a DFT calculation (ωB97M-V/def2-TZVPD) of 4 unconnected molecules or ions with the total composition C3H12O4.

## Properties
Spin multiplicity = 1
Highest occupied orbital energy = -9.44 eV
Orbital gap = 10.01 eV

Structure (XYZ):
```
19
Properties=species:S:1:pos:R:3:nbo_charge:R:1
C -3.146 1.829 0.512 -0.513
C -1.886 1.756 0.124 0.323
O -1.291 0.496 -0.086 -0.721
C -0.913 2.870 -0.152 -0.680
H -3.729 2.722 0.638 0.216
H -3.710 0.906 0.599 0.198
H -1.693 -0.014 0.612 0.486
H -0.829 3.531 0.702 0.235
H -1.018 3.369 -1.108 0.231
H 0.054 2.370 -0.267 0.227
H 1.985 0.050 -0.343 0.476
H 0.789 -0.361 0.476 0.485
O 1.770 -0.313 0.520 -0.961
H 0.987 -1.824 1.814 0.481
H 0.594 -2.166 3.232 0.469
O 0.303 -2.258 2.315 -0.952
H 3.232 -4.674 -3.014 0.468
H 4.314 -3.720 -3.513 0.467
O 4.189 -4.567 -3.060 -0.935
```

Arrangement x

The following is a DFT calculation (ωB97M-V/def2-TZVPD) of 4 unconnected molecules or ions with the total composition C3H12O4.

## Properties
Spin multiplicity = 1
Highest occupied orbital energy = -8.74 eV
Orbital gap = 9.27 eV

Structure (XYZ):
```
19
Properties=species:S:1:pos:R:3:nbo_charge:R:1
C -1.864 -0.778 0.222 -0.559
C -1.098 0.302 0.063 0.341
O -1.365 1.248 -0.905 -0.677
C -0.142 0.852 1.064 -0.677
H -1.969 -1.338 1.137 0.211
H -2.393 -1.143 -0.654 0.194
H -2.010 0.866 -1.514 0.480
H -0.481 0.677 2.091 0.227
H 0.817 0.325 1.063 0.223
H 0.066 1.917 1.019 0.237
H 2.433 -2.684 3.521 0.470
H 0.930 -2.807 3.870 0.470
O 1.815 -2.915 4.221 -0.940
H 4.948 1.961 -0.684 0.465
H 5.729 3.103 -0.117 0.465
O 4.866 2.898 -0.487 -0.930
H -4.084 -0.961 -5.046 0.471
H -2.679 -0.996 -4.467 0.468
O -3.518 -0.527 -4.397 -0.939
```

Arrangement y

The following is a DFT calculation (ωB97M-V/def2-TZVPD) of 4 unconnected molecules or ions with the total composition C3H12O4.

## Properties
Spin multiplicity = 1
Highest occupied orbital energy = -8.98 eV
Orbital gap = 9.59 eV

Structure (XYZ):
```
19
Properties=species:S:1:pos:R:3:nbo_charge:R:1
C 0.778 1.373 -0.901 -0.470
C 1.226 1.924 -2.022 0.294
O 0.894 1.283 -3.216 -0.691
C 2.242 3.027 -1.999 -0.678
H 0.979 1.794 0.087 0.193
H 0.033 0.609 -0.779 0.207
H 0.538 1.973 -3.790 0.469
H 3.220 2.645 -1.713 0.236
H 2.273 3.626 -2.903 0.214
H 1.961 3.771 -1.256 0.227
H -5.421 -1.509 3.916 0.469
H -5.984 -2.597 2.992 0.468
O -6.133 -1.698 3.298 -0.937
H 3.255 1.523 4.289 0.465
H 4.744 1.381 4.379 0.466
O 4.016 1.265 3.755 -0.930
H -2.692 -6.372 -0.942 0.465
H -2.639 -5.150 -0.080 0.464
O -2.051 -5.765 -0.534 -0.929
```

Arrangement z

The following is a DFT calculation (ωB97M-V/def2-TZVPD) of 4 unconnected molecules or ions with the total composition C3H12O4.

## Properties
Spin multiplicity = 1
Highest occupied orbital energy = -9.16 eV
Orbital gap = 9.56 eV

Structure (XYZ):
```
19
Properties=species:S:1:pos:R:3:nbo_charge:R:1
C 1.800 -0.511 -0.129 -0.121
O 1.738 0.675 0.707 -0.746
C 1.622 -0.153 -1.584 -0.212
C 0.488 -0.231 -2.319 -0.362
H 1.013 -1.218 0.146 0.209
H 2.772 -0.984 0.036 0.179
H 1.491 0.388 1.593 0.472
H 2.473 0.048 -2.234 0.196
H 0.585 -0.660 -3.308 0.199
H -0.503 0.039 -1.951 0.195
H -1.496 1.781 1.086 0.460
H -0.150 1.563 0.427 0.499
O -0.993 2.021 0.295 -0.954
H -3.531 -0.367 -0.111 0.485
H -2.288 0.546 -0.019 0.498
O -2.633 -0.328 0.235 -0.980
H -0.819 -1.201 2.728 0.457
H -1.603 -1.154 1.425 0.497
O -0.829 -1.565 1.838 -0.971
```

Ranked by calculated energy, most stable first: arrangement w, arrangement x, arrangement y, arrangement z.